C6H15ClI2N2O2PTl | wB97M-V/def2-TZVPD

Values from the calculation:
* highest occupied orbital energy: -13.674 eV
* total charge: +2

Positions of all 30 atoms, in Å:
1 C -1.919 -1.421 -2.702
2 O 3.247 -0.066 -0.835
3 C 0.780 -0.465 3.124
4 H 1.035 0.947 -3.572
5 H 2.172 0.921 3.804
6 N 1.711 0.523 3.002
7 P -0.880 0.039 -2.413
8 Cl -2.971 0.126 0.604
9 H 1.038 -0.841 -3.586
10 C 2.123 0.148 -0.778
11 N 0.420 -0.847 4.359
12 H 2.033 0.818 2.092
13 O 0.238 -0.983 2.099
14 I 6.059 -1.541 -1.835
15 H -0.047 0.060 -4.689
16 H -2.390 -1.358 -3.693
17 H -0.364 -2.694 4.988
18 H -1.295 -2.328 -2.647
19 C -1.933 1.493 -2.688
20 C -0.705 -1.737 4.580
21 H -1.233 -1.925 3.633
22 H -2.693 -1.468 -1.920
23 H -1.322 2.407 -2.610
24 H -2.712 1.513 -1.909
25 I 6.307 1.158 -1.886
26 Tl -0.431 0.222 0.115
27 H -2.393 1.442 -3.684
28 H -1.394 -1.276 5.294
29 C 0.404 0.053 -3.685
30 H 0.895 -0.422 5.163

Forces on atoms 1 to 2 (eV/Å):
0.2 -0.3 0.7
-3.7 0.7 0.1

C8H13NO | wB97M-V/def2-TZVPD

Values from the calculation:
* energy above the lowest of the compared OMol25 structures with the same formula, charge and spin: 42.76 kcal per mole
* SMILES: CC[C@@]1(C#N)C[C@H]2C[C@H]21.O
* highest occupied orbital energy: -10.349 eV
* total charge: 0

Positions of all 23 atoms, in Å:
1 H 3.095 1.504 0.489
2 N -1.266 -2.099 0.935
3 H -1.386 1.429 0.361
4 C 1.305 0.274 0.694
5 O -1.951 -1.291 3.702
6 C -1.927 0.639 -1.588
7 H 0.886 -1.747 -1.405
8 H -2.543 1.503 -1.868
9 H 0.960 -0.149 -2.205
10 H -0.274 1.858 -0.938
11 H -2.102 -2.052 3.073
12 H -1.037 -1.017 3.574
13 H 1.365 0.194 1.779
14 H -2.598 -0.147 -1.213
15 H 3.095 -0.956 -0.220
16 C -0.894 1.041 -0.543
17 C -0.697 -1.165 0.534
18 C 1.018 -0.672 -1.240
19 C 2.221 -0.321 -0.365
20 H 1.874 1.858 -0.833
21 C 2.241 1.148 -0.088
22 H -1.440 0.264 -2.500
23 C 0.055 -0.094 -0.138

Forces on atoms 1 to 2 (eV/Å):
-0.2 -0.1 -0.2
0.9 1.7 -0.5

C59H47FGeN7O8Pb | wB97M-V/def2-TZVPD

Values from the calculation:
* energy above the lowest of the compared OMol25 structures with the same formula, charge and spin: 44.69 kcal per mole
* highest occupied orbital energy: -3.273 eV
* total charge: -1

Positions of all 124 atoms, in Å:
1 C -0.073 -1.766 -1.906
2 C 1.174 4.605 2.491
3 C -0.289 0.478 -4.606
4 C -5.787 -3.317 1.520
5 C 1.385 2.838 -1.509
6 H -0.741 -6.091 -0.540
7 C -6.372 -2.793 -0.765
8 C 1.394 3.214 2.405
9 N 2.539 -2.702 0.330
10 C 1.167 0.440 -6.962
11 C -2.049 -4.345 -0.254
12 H -7.109 -2.758 -1.557
13 H -3.750 -2.920 2.072
14 O 2.347 1.493 1.177
15 C -2.554 -0.571 -0.076
16 C -2.738 -1.941 -0.241
17 H 3.754 -6.966 1.190
18 H 5.455 -2.342 -4.580
19 C -3.621 0.355 0.219
20 C 2.532 -4.884 1.246
21 H -1.154 6.484 2.290
22 C 0.490 -0.636 -4.905
23 H 1.105 5.303 -0.767
24 H -4.298 -5.367 -5.041
25 C -2.327 -2.842 -3.943
26 N -9.158 -4.034 0.941
27 H 1.318 5.197 9.390
28 Ge 0.509 -2.215 -3.727
29 H -2.890 -4.745 0.284
30 C 4.318 -4.184 -0.198
31 H 5.253 -4.354 -0.712
32 H -0.039 8.251 -0.009
33 C 4.315 -1.787 -1.075
34 C 0.987 4.370 4.884
35 C 4.693 -4.346 -4.481
36 C -0.343 1.561 -5.472
37 Pb 1.313 -0.541 -0.181
38 O 3.516 -0.857 -1.385
39 C -4.493 -2.891 1.283
40 C -1.067 -3.328 -4.297
41 C 1.255 4.694 0.114
42 N -0.607 -2.884 -1.219
43 C 1.809 5.448 8.443
44 H 1.748 0.425 -7.877
45 O 5.523 -1.877 -1.324
46 N 1.366 6.739 7.920
47 H 1.832 -1.498 -6.344
48 H -2.087 -6.247 -5.719
49 H 2.881 5.497 8.624
50 N 1.131 5.344 1.337
51 F 0.877 2.220 5.858
52 H 3.664 -6.217 -4.261
53 C -1.008 -4.554 -4.955
54 C 1.481 4.362 7.383
55 C -0.204 7.291 0.457
56 C 1.047 2.990 4.760
57 H -0.943 2.426 -5.215
58 C 1.813 2.593 1.137
59 H -3.508 2.508 0.676
60 C -5.075 -2.375 -0.991
61 H 1.396 1.341 3.429
62 C 0.693 -3.226 1.867
63 H 5.659 -4.807 -4.649
64 C 3.344 -2.373 -4.233
65 C 2.210 -3.157 -4.020
66 C 1.284 2.415 3.539
67 O 1.496 3.711 -2.380
68 H -4.781 -2.002 -1.964
69 H 0.900 -4.274 -1.702
70 H -2.399 -1.882 -3.440
71 C 1.216 -0.641 -6.095
72 C -0.458 7.231 1.932
73 C 0.385 1.544 -6.652
74 H -0.048 -4.946 -5.274
75 C 3.707 -5.172 0.563
76 C 1.046 5.180 3.757
77 C -8.076 -3.695 0.741
78 C -6.734 -3.268 0.497
79 H 2.037 -5.610 1.881
80 C -3.481 -3.561 -4.214
81 H -0.374 7.731 7.357
82 H 2.357 3.784 7.108
83 O 0.321 -2.028 1.713
84 H 1.005 6.257 3.873
85 H -0.783 -0.948 -1.934
86 H 1.648 7.505 8.513
87 O 0.183 -4.104 2.577
88 H 1.723 7.375 1.539
89 C 0.852 6.750 1.368
90 C 1.974 -3.625 1.103
91 C 3.576 -5.137 -4.262
92 N -1.345 0.104 -0.014
93 C -3.033 1.567 0.441
94 O 1.062 1.636 -1.614
95 N 0.960 5.068 6.177
96 C -3.398 -4.796 -4.843
97 C 3.693 -2.952 -0.283
98 H -1.025 4.917 6.847
99 H -0.835 0.518 -3.670
100 H -4.675 0.125 0.239
101 H -0.464 8.153 2.500
102 O 4.292 -6.403 0.627
103 C 4.578 -2.963 -4.460
104 C -0.344 5.705 6.534
105 H 1.479 -5.175 -3.846
106 H 1.598 5.871 6.086
107 C -1.844 -2.975 -0.566
108 C -4.126 -2.419 0.027
109 C 1.531 3.389 -0.045
110 H -0.847 2.086 0.383
111 H -6.078 -3.689 2.493
112 H -0.730 6.582 -0.168
113 H 0.720 3.672 7.733
114 C -0.074 -4.117 -1.265
115 C -0.935 -5.039 -0.666
116 H 0.352 2.394 -7.323
117 C 2.342 -4.544 -4.031
118 C -2.158 -5.287 -5.221
119 H -0.646 6.469 8.561
120 C -1.629 1.345 0.290
121 H 3.266 -1.295 -4.183
122 C -0.071 6.733 7.666
123 H -0.752 6.168 5.639
124 H -4.449 -3.167 -3.927

Forces on atoms 1 to 2 (eV/Å):
1.1 0.5 -0.3
0.0 -0.1 0.0

C36H45N3O6SSiTi | wB97M-V/def2-TZVPD

Values from the calculation:
* energy above the lowest of the compared OMol25 structures with the same formula, charge and spin: 33.82 kcal per mole
* highest occupied orbital energy: -12.354 eV
* total charge: +2

Positions of all 93 atoms, in Å:
1 H 3.730 1.369 0.469
2 H 2.561 1.840 2.999
3 C -0.095 4.610 1.025
4 H 1.574 3.218 -5.925
5 C 1.642 -4.530 1.686
6 H 2.908 -1.491 -2.795
7 H 1.014 1.018 3.277
8 H -3.828 0.512 -0.101
9 H 3.669 -0.215 2.125
10 C 1.167 4.695 -1.037
11 H -2.757 -2.547 4.714
12 O 0.699 7.263 1.387
13 C 1.614 1.551 2.541
14 H -1.973 3.807 2.989
15 C -3.441 1.231 0.599
16 C -0.040 -3.794 -4.970
17 H -3.204 -1.716 3.214
18 H 1.266 -4.677 2.699
19 H 1.337 -4.428 -1.071
20 O 0.423 -2.504 1.554
21 H -0.383 -2.177 5.671
22 C 2.697 -0.553 1.771
23 C -1.299 -1.114 4.043
24 H -1.964 -2.991 3.195
25 C -2.408 3.066 2.330
26 H 1.094 2.460 2.253
27 C -1.746 2.687 1.183
28 C 1.480 6.646 0.657
29 H -2.143 -0.318 5.853
30 S -1.740 -1.140 -0.234
31 H 0.355 -2.508 4.096
32 C 1.170 -3.487 -0.543
33 H -3.158 -2.671 -4.216
34 C -2.373 -2.155 3.772
35 N -0.166 2.816 -0.511
36 H 2.105 4.052 -3.644
37 H -1.093 0.816 4.988
38 H 0.447 -2.893 -1.107
39 O 0.462 -0.138 -1.961
40 C -3.648 2.509 2.597
41 H 2.494 0.995 -0.722
42 N -0.471 2.017 -2.875
43 O 2.604 6.786 0.166
44 C -4.189 1.609 1.692
45 H -1.838 -0.930 -3.118
46 O -0.886 -0.521 2.765
47 C -1.335 -1.744 -3.605
48 H -1.103 -4.666 1.784
49 Si -0.373 -1.135 1.382
50 C 0.998 2.883 -5.072
51 H 2.122 -2.950 -0.482
52 C -2.077 -2.715 -4.236
53 C 0.531 2.919 -2.735
54 C 1.896 0.667 1.339
55 H -2.014 -4.526 -5.386
56 C 0.888 -0.845 -2.932
57 H 2.849 -1.238 0.934
58 C -0.768 1.602 -4.113
59 O 0.568 0.192 0.738
60 C -1.850 0.038 4.864
61 H -0.532 -5.507 0.340
62 C 2.329 -0.681 -3.251
63 H -5.178 1.196 1.831
64 H 2.403 2.488 0.248
65 Ti -0.538 0.855 -0.829
66 H -4.196 2.796 3.485
67 H 1.827 5.249 -1.697
68 H -0.439 5.131 1.912
69 C 0.850 5.238 0.211
70 C -0.074 2.015 -5.232
71 C 0.627 -3.770 0.853
72 H -1.421 -3.984 0.174
73 H 2.492 -0.719 -4.326
74 C 0.604 3.498 -1.386
75 C -0.084 -1.729 4.721
76 C -0.581 3.390 0.637
77 H 1.789 -2.857 -4.408
78 H 2.691 0.262 -2.851
79 C 0.708 -2.813 -4.360
80 H 0.671 -0.967 4.928
81 C -1.430 -3.752 -4.904
82 H -0.376 1.669 -6.212
83 H 2.587 -3.985 1.737
84 C 1.297 3.349 -3.802
85 N -2.221 1.730 0.343
86 H 2.209 -1.093 2.584
87 H 1.828 -5.510 1.242
88 H -2.724 0.467 4.373
89 H 0.455 -4.595 -5.504
90 H -1.617 0.944 -4.219
91 C 0.072 -1.783 -3.640
92 C 2.663 1.431 0.262
93 C -0.692 -4.523 0.783

Forces on atoms 1 to 2 (eV/Å):
0.0 0.0 0.0
0.0 0.0 -0.1

C26HBCl2F15N2O2 | wB97M-V/def2-TZVPD

Values from the calculation:
* energy above the lowest of the compared OMol25 structures with the same formula, charge and spin: 4.85 kcal per mole
* highest occupied orbital energy: -6.359 eV
* total charge: -1

Positions of all 49 atoms, in Å:
1 F -4.376 1.184 2.125
2 C -0.986 0.186 -1.744
3 C 3.133 3.178 0.869
4 C -3.565 0.138 1.870
5 C -3.869 -1.109 2.401
6 C 2.581 0.761 3.694
7 C 2.297 4.461 2.844
8 C 0.150 -3.990 -2.322
9 F 2.009 -1.830 0.629
10 C 3.462 0.772 1.023
11 B -0.444 -0.565 -0.405
12 C 2.031 -3.610 -0.886
13 F -4.030 0.668 -3.723
14 C -0.089 0.886 -2.555
15 C 2.455 1.938 2.905
16 H 0.408 0.155 0.178
17 F 1.884 -5.604 -2.179
18 F -0.538 -4.759 -3.184
19 C -1.840 1.542 -4.084
20 O 3.682 3.150 -0.222
21 C -2.746 0.800 -3.338
22 F -3.357 -3.427 2.569
23 F -2.261 2.176 -5.197
24 Cl 2.065 5.914 3.702
25 C 1.382 -4.407 -1.812
26 C -2.315 0.162 -2.174
27 Cl 2.956 5.872 0.657
28 F -5.001 -1.298 3.122
29 C -0.508 1.585 -3.693
30 N 2.752 -0.185 4.351
31 C -1.940 -2.029 1.276
32 C 1.435 -2.426 -0.439
33 F 0.366 2.297 -4.427
34 F -1.164 -3.134 1.089
35 C -0.396 -2.774 -1.892
36 C -2.460 0.272 1.024
37 C -3.061 -2.196 2.105
38 C 2.862 1.924 1.598
39 C 2.713 4.447 1.544
40 O 2.181 3.202 4.875
41 C 0.216 -1.961 -0.939
42 C -1.645 -0.808 0.657
43 F -2.254 1.512 0.502
44 F 3.209 -4.020 -0.371
45 F -1.641 -2.494 -2.366
46 F -3.279 -0.552 -1.531
47 C 2.236 3.209 3.645
48 F 1.245 0.888 -2.294
49 N 4.056 -0.097 0.521

Forces on atoms 1 to 2 (eV/Å):
0.2 -0.2 0.0
-0.1 0.4 0.0

C11H8NRuSe3Te | wB97M-V/def2-TZVPD

Values from the calculation:
* energy above the lowest of the compared OMol25 structures with the same formula, charge and spin: 7.05 kcal per mole
* highest occupied orbital energy (alpha / beta): -11.275 / -11.756 eV
* spin multiplicity: 5
* total charge: +1

Positions of all 25 atoms, in Å:
1 C -1.728 -0.496 -2.001
2 H -4.509 -0.703 -0.121
3 C 0.976 1.268 3.049
4 N -0.843 -0.166 -1.064
5 C -3.066 -0.684 -1.703
6 C -0.126 0.466 1.070
7 Ru 1.193 -0.337 -1.405
8 C -0.178 0.838 2.412
9 H -3.757 -0.944 -2.488
10 C 1.115 0.515 0.411
11 H -2.859 -0.012 1.609
12 C -1.231 0.037 0.218
13 C -3.477 -0.533 -0.384
14 H -1.110 0.788 2.954
15 H 3.183 1.063 0.470
16 Se 2.320 -2.376 -0.827
17 Te 3.369 -1.279 -4.399
18 C 2.180 1.360 2.365
19 H -1.344 -0.602 -3.018
20 Se 2.397 0.687 -3.198
21 C -2.560 -0.157 0.584
22 H 3.068 1.708 2.867
23 Se 3.791 -2.964 -2.523
24 C 2.252 0.990 1.027
25 H 0.941 1.532 4.094

Forces on atoms 1 to 2 (eV/Å):
-0.5 -0.1 -0.4
-0.1 0.0 0.1

C8H13N | wB97M-V/def2-TZVPD

Values from the calculation:
* energy above the lowest of the compared OMol25 structures with the same formula, charge and spin: 16.12 kcal per mole
* SMILES: C[C@@H]1C(C)(C)[C@]1(C)C#N
* highest occupied orbital energy: -9.331 eV
* total charge: 0

Positions of all 22 atoms, in Å:
1 H -0.943 -1.629 -2.350
2 H 0.735 0.063 -1.731
3 H -0.576 -1.673 1.443
4 C 0.588 -0.131 0.441
5 H 2.660 0.120 0.858
6 H 1.645 1.400 1.517
7 C 0.123 -0.399 -0.959
8 H -0.038 2.637 0.034
9 H 1.180 -1.830 1.581
10 H -1.728 2.497 -0.432
11 C 0.355 -1.117 1.553
12 H -0.462 2.207 -1.629
13 H -1.144 -2.119 -0.670
14 C -0.736 2.074 -0.583
15 N -2.981 -0.172 0.777
16 H 2.013 1.359 -0.215
17 H 0.372 -2.458 -1.513
18 C -1.979 0.155 0.323
19 C 1.792 0.747 0.656
20 C -0.433 -1.734 -1.394
21 C -0.757 0.604 -0.220
22 H 0.314 -0.601 2.512

Forces on atoms 1 to 2 (eV/Å):
-0.1 0.0 0.0
0.0 0.1 0.1

C4H5N3O3 | wB97M-V/def2-TZVPD

Values from the calculation:
* energy above the lowest of the compared OMol25 structures with the same formula, charge and spin: 146.75 kcal per mole
* highest occupied orbital energy: -10.154 eV
* total charge: 0

Positions of all 15 atoms, in Å:
1 C 1.920 0.486 0.313
2 H -2.863 0.679 -1.237
3 C -0.259 0.399 0.579
4 C 0.933 -1.801 0.125
5 H -1.661 2.305 -0.485
6 H 0.415 -2.360 0.912
7 C -1.627 0.026 0.230
8 N -2.254 -0.677 -0.529
9 O -2.446 1.766 -0.667
10 H 0.496 -2.032 -0.852
11 O 1.361 1.728 0.240
12 O 3.094 0.258 0.214
13 N 0.849 -0.376 0.389
14 N 0.044 1.659 0.637
15 H 1.997 -2.060 0.128

Forces on atoms 1 to 2 (eV/Å):
1.0 0.0 -1.0
2.7 3.9 1.8